Formula: C37H47N5O5SSeW
Source: the OMol25 dataset
Level of theory: ωB97M-V with the def2-TZVPD basis set

```
! RIJCOSX wB97M-V def2-TZVPD def2/J DEFGRID3
* xyz 0 1
W -0.878 0.673 -0.098
N -1.728 -0.419 2.517
C -2.075 -1.794 2.173
C -2.008 -1.910 0.643
O -1.524 -2.858 0.088
N -2.408 -0.732 -0.023
C -3.725 -0.265 0.374
C -3.687 1.231 0.539
O -4.535 1.903 1.052
O -2.554 1.722 0.031
H -2.513 0.135 2.834
H -1.006 -0.374 3.218
H -1.336 -2.493 2.560
H -3.051 -2.097 2.554
H -4.468 -0.495 -0.394
H -4.094 -0.711 1.298
C -4.303 0.129 -2.931
C -2.991 0.915 -3.034
C -3.240 2.281 -3.679
C -1.960 0.090 -3.770
C -2.201 -0.124 -5.124
C -1.368 -0.895 -5.908
C -0.291 -1.519 -5.313
C -0.010 -1.362 -3.961
C 1.105 -2.238 -3.404
C 0.722 -3.713 -3.557
C 2.458 -1.949 -4.058
C -0.823 -0.496 -3.194
N -0.409 -0.252 -1.840
C 0.880 0.098 -1.644
C 1.359 -0.004 -0.343
N 0.537 -0.530 0.619
C 1.152 -1.276 1.706
C 1.475 -2.619 1.444
C 2.013 -3.383 2.475
C 2.259 -2.844 3.724
C 2.041 -1.496 3.928
C 1.524 -0.681 2.925
C 1.550 0.813 3.144
C 2.968 1.346 2.907
C 1.043 1.269 4.512
C 1.414 -3.236 0.060
C 0.922 -4.683 0.054
C 2.814 -3.153 -0.564
H -5.030 0.673 -2.322
H -4.140 -0.860 -2.498
H -4.745 -0.011 -3.920
H -2.646 1.093 -2.027
H -3.798 2.180 -4.612
H -2.308 2.802 -3.895
H -3.834 2.905 -3.007
H -3.071 0.341 -5.571
H -1.570 -1.027 -6.963
H 0.343 -2.169 -5.904
H 1.210 -2.062 -2.339
H 0.568 -3.977 -4.605
H -0.199 -3.932 -3.014
H 1.513 -4.359 -3.168
H 2.452 -2.218 -5.115
H 3.247 -2.529 -3.575
H 2.724 -0.891 -3.992
H 1.474 0.559 -2.425
H 2.334 0.386 -0.077
H 2.257 -4.420 2.285
H 2.670 -3.459 4.515
H 2.311 -1.043 4.875
H 0.929 1.263 2.392
H 2.993 2.425 3.069
H 3.301 1.159 1.884
H 3.682 0.876 3.588
H 1.770 1.071 5.303
H 0.107 0.787 4.806
H 0.868 2.347 4.487
H 0.721 -2.649 -0.539
H 1.642 -5.356 0.526
H 0.796 -5.019 -0.976
H -0.037 -4.777 0.559
H 3.553 -3.623 0.090
H 3.129 -2.118 -0.724
H 2.843 -3.669 -1.525
O -0.966 2.259 2.109
O -0.134 2.173 0.926
S -0.483 2.707 -1.750
C 1.075 3.161 -1.305
N 2.147 3.472 -0.997
Se -1.705 3.911 2.186
C -0.142 4.737 2.903
C -0.156 5.212 4.209
C 0.978 5.819 4.734
C 2.128 5.918 3.965
C 2.144 5.425 2.665
C 1.006 4.850 2.121
H -1.043 5.094 4.819
H 0.966 6.197 5.749
H 3.016 6.381 4.378
H 3.040 5.502 2.062
H 1.017 4.478 1.103
*
```

Summary:
Gap between HOMO and LUMO in eV: 7.6
E_LUMO in eV: -0.907
M in g mol⁻¹: 936.68
Relative energy (zero: lowest compared OMol25 entry of this formula, charge and spin) in eV: 2.374

---

Formula: C4H7N6
Source: the OMol25 dataset
Level of theory: ωB97M-V with the def2-TZVPD basis set

```
! RIJCOSX wB97M-V def2-TZVPD def2/J DEFGRID3
* xyz 1 1
C 1.961 0.507 -0.128
C 1.397 -0.721 -1.787
C 0.874 -0.323 0.220
C 0.461 -0.501 1.505
N 0.579 -1.088 -0.841
N -3.323 0.602 -0.408
N -2.298 0.202 0.172
N 2.130 0.304 -1.419
N -1.411 0.909 0.768
N 0.378 -0.839 2.601
H 2.219 1.295 0.558
H 1.417 -1.317 -2.730
H -3.983 -0.018 -0.861
H 2.742 0.657 -2.106
H -1.493 2.025 0.671
H 0.315 -0.899 3.643
H -1.965 -0.794 0.143
*
```

Summary:
Gap between HOMO and LUMO in eV: 8.6
E_LUMO in eV: -3.829
M in g mol⁻¹: 139.14
Relative energy (zero: lowest compared OMol25 entry of this formula, charge and spin) in eV: 3.667

---

Formula: C5H9N3
Source: the OMol25 dataset
Level of theory: ωB97M-V with the def2-TZVPD basis set

```
! RIJCOSX wB97M-V def2-TZVPD def2/J DEFGRID3
* xyz 0 1
C 2.087 -0.206 0.311
C 0.998 0.513 1.080
C -0.363 0.153 0.464
C -0.970 -1.011 0.721
N -2.030 -1.066 -0.297
C -1.903 0.343 -0.650
N -0.717 0.913 -0.681
N 2.310 0.298 -1.081
H 1.863 -1.265 0.199
H 3.054 -0.153 0.814
H 1.014 1.609 1.083
H 0.968 0.357 2.163
H -1.296 -1.209 1.736
H -2.946 -1.236 0.098
H -2.780 0.833 -0.210
H 1.848 1.206 -1.123
H 1.675 -0.245 -1.661
*
```

Summary:
Gap between HOMO and LUMO in eV: 8.0
E_LUMO in eV: -0.070
M in g mol⁻¹: 111.15
Relative energy (zero: lowest compared OMol25 entry of this formula, charge and spin) in eV: 4.679

---

Formula: C4H10NO2
Source: the OMol25 dataset
Level of theory: ωB97M-V with the def2-TZVPD basis set

```
! RIJCOSX wB97M-V def2-TZVPD def2/J DEFGRID3
* xyz 1 1
C -2.982 -0.163 0.332
C -1.443 0.298 -0.093
O -1.074 1.653 -0.106
C -0.316 -0.605 -0.250
N 0.916 -0.075 0.496
C 2.236 -0.412 -0.007
O 3.024 0.688 0.167
H -3.625 0.693 0.475
H -3.079 -1.174 0.283
H -2.011 1.932 0.028
H -0.001 -0.656 -1.244
H -0.475 -1.560 0.147
H 0.775 -0.272 1.464
H 0.996 0.961 0.388
H 2.648 -1.128 0.651
H 2.130 -0.780 -1.077
H 3.599 1.054 -0.389
*
```

Summary:
Gap between HOMO and LUMO in eV: 9.0
E_LUMO in eV: -3.547
M in g mol⁻¹: 104.13
SMILES string: C=C(O)C[NH2+]CO
Relative energy (zero: lowest compared OMol25 entry of this formula, charge and spin) in eV: 5.046